# 1
Here is a 5-piece molecular cluster, CH12N2O4 overall at a distorted geometry from the Open Molecules 2025 dataset. Energies are from wB97M-V/def2-TZVPD.

Computed properties:
Calculated total energy in Ha: -455.7151
Energy above the lowest of the compared OMol25 structures with the same formula, charge and spin in kcal per mole: 50.8
HOMO level in Ha: -0.332
Charge: 0

Structure (XYZ):
```
19
CH12N2O4 (wB97M-V/def2-TZVPD)
O -1.726 -0.744 -2.337
N 0.134 0.302 -0.185
H -1.136 -0.305 -1.741
O 1.862 -1.806 0.181
H -1.021 2.361 2.120
H 1.103 0.094 -0.448
H 3.617 -0.312 0.019
H 0.832 -1.711 0.194
H -2.616 -0.781 -0.112
C -0.129 0.770 1.042
H 4.669 0.769 -0.392
N -0.926 1.844 1.211
H 1.995 -2.569 0.726
H -1.755 1.871 0.710
O 3.780 0.652 -0.114
O -3.235 -0.369 0.482
H 0.642 0.553 1.809
H -1.590 -1.722 -2.181
H -3.866 0.251 0.174
```

# 2
Here is C24H22AuN2O5 as an isolated structure from the Open Molecules 2025 dataset. Energies are from wB97M-V/def2-TZVPD.

Computed properties:
Calculated total energy in Ha: -1549.2030
Energy above the lowest of the compared OMol25 structures with the same formula, charge and spin in kcal per mole: 7.2
HOMO level (spin up / spin down) in Ha: -0.196 / -0.196
Charge: -1

Structure (XYZ):
```
54
C24H22AuN2O5 (wB97M-V/def2-TZVPD)
C 1.676 0.423 -0.350
H 0.221 -2.347 2.688
O -0.335 2.475 6.351
O -1.727 -1.346 -0.604
C -0.382 1.505 2.811
Au 0.068 -0.535 -0.463
H 5.687 3.534 0.938
C 3.284 2.668 3.841
C 3.892 3.087 -1.026
C -0.373 1.627 4.180
C 4.626 3.231 -3.316
O -0.517 3.937 4.667
O -0.517 3.794 2.258
H -3.881 -3.092 1.254
H 4.377 6.314 -1.937
C 2.587 1.250 -0.108
H -0.761 -2.442 4.156
H -2.700 -3.668 0.056
H 4.884 2.746 -4.249
H 6.296 4.110 3.257
H -4.048 -2.646 -0.457
H -4.047 -0.196 0.080
C 2.955 2.317 2.544
C 4.350 5.235 -2.016
C -0.107 -0.479 3.589
H 3.671 4.958 0.001
H -1.822 -1.766 1.428
H 0.986 -2.191 4.279
C -0.419 2.747 5.158
N -0.204 0.351 4.655
C -2.473 -1.582 0.561
H 2.023 1.811 2.332
C 3.959 4.477 -0.924
H 4.134 1.394 -2.311
C 3.414 2.280 0.115
C 4.487 3.313 4.097
H -0.540 3.896 3.526
C 4.694 4.613 -3.208
C 5.015 3.291 1.752
H -2.689 0.519 0.959
C 3.807 2.640 1.487
H -3.873 -0.488 1.826
C 4.214 2.471 -2.235
H -0.170 0.145 5.641
N -0.201 0.188 2.464
O -0.580 2.293 0.598
H 4.746 3.588 5.112
C -0.511 2.602 1.782
C 0.097 -1.950 3.693
C -3.330 -2.825 0.347
C 5.356 3.614 3.055
H 2.594 2.452 4.647
H 5.004 5.208 -4.058
C -3.327 -0.363 0.886
```

# 3
Here is one molecule with the formula C25H28N2O5S at a distorted geometry from the Open Molecules 2025 dataset. Energies are from wB97M-V/def2-TZVPD.

Computed properties:
Calculated total energy in Ha: -1853.3499
Energy above the lowest of the compared OMol25 structures with the same formula, charge and spin in kcal per mole: 0.7
HOMO level in Ha: -0.299
Charge: 0

Structure (XYZ):
```
61
C25H28N2O5S (wB97M-V/def2-TZVPD)
C -1.247 1.096 3.550
H 0.745 -1.871 -0.657
C -0.776 1.846 4.605
H -2.218 2.324 0.207
C -1.595 -4.237 -4.197
C 1.254 -0.550 -3.103
H 3.202 -2.145 -0.467
C -1.630 -3.933 -5.555
N -1.423 0.682 1.170
H 0.606 5.572 4.751
O 0.406 3.654 5.497
C 0.003 2.985 4.384
H -1.012 1.577 5.622
C 1.139 -0.967 2.572
C -0.035 -2.162 -5.153
N -0.710 0.458 -1.991
H 1.979 4.657 7.329
C 3.255 -1.529 1.586
H -0.783 -3.744 -2.274
C 0.301 3.349 3.076
H 2.999 -0.916 3.623
H 2.112 4.617 4.835
H -3.551 -4.626 -6.187
S -1.236 -0.979 1.184
C 1.257 -1.647 0.264
O -1.887 -1.535 2.331
H -0.848 -2.635 -7.063
C -2.507 -4.718 -6.484
C -0.801 -3.520 -3.329
O -1.666 -1.438 -0.112
H 0.087 2.884 1.008
C 1.165 4.838 5.348
C -0.841 -2.891 -6.013
H -1.858 0.226 3.725
O 0.772 -1.852 -2.859
H -2.672 0.732 -0.457
H 0.498 5.610 7.239
H -2.206 -5.043 -3.817
H 0.895 4.223 2.862
H 4.325 -1.645 1.676
C -0.774 1.491 -1.135
H 0.542 1.483 -3.255
H 0.570 -1.363 -5.554
C 0.530 -1.220 1.357
H -1.173 -0.408 -1.737
C -0.933 1.454 2.239
H 1.901 -0.329 -2.250
H 0.541 -0.668 3.416
C 1.436 5.390 6.738
C 2.512 -1.116 2.681
H -2.406 -4.365 -7.507
C 0.120 0.479 -3.172
C -0.009 -2.474 -3.801
C 2.629 -1.804 0.381
C -1.851 1.327 -0.051
O -0.100 2.498 -1.242
H -0.511 0.272 -4.043
C -0.158 2.585 2.015
H 2.026 6.300 6.667
H 1.854 -0.506 -4.020
H -2.245 -5.774 -6.453
```

# 4
Here is a 2-piece molecular cluster, C19H33N6O4S overall at a distorted geometry from the Open Molecules 2025 dataset. Energies are from wB97M-V/def2-TZVPD.

Computed properties:
Calculated total energy in Ha: -1771.3512
HOMO level in Ha: -0.412
Charge: +1

Structure (XYZ):
```
63
C19H33N6O4S (wB97M-V/def2-TZVPD)
C 5.245 2.351 2.417
H -0.232 0.323 -0.613
H -0.503 3.593 2.361
C -2.395 -3.507 -2.261
H -1.937 -4.494 -2.275
C -0.223 4.181 4.436
H 2.074 -0.347 2.778
H -0.818 5.305 2.673
H -3.261 -3.567 -1.599
N -1.572 -1.202 -1.398
H 4.614 -0.059 1.508
C 0.803 3.091 4.814
N -2.325 4.410 5.829
C -1.638 3.759 4.843
H 5.548 2.786 1.459
H -1.671 -5.628 -4.493
N -3.919 -4.110 -4.132
H 2.512 4.417 4.837
H 1.601 5.732 2.952
C -3.830 -5.399 -4.479
H -2.592 -7.073 -4.924
C 2.848 2.923 1.954
C 3.823 1.782 2.324
O 2.697 3.166 0.762
C -2.885 -3.149 -3.688
H 0.807 2.946 5.899
C -2.561 -6.204 -4.266
C -0.900 -3.161 -7.027
H 5.295 3.133 3.182
H -2.532 -6.553 -3.237
C -0.420 -0.711 -0.895
O -0.866 -2.076 -4.423
H 3.932 1.012 0.283
O -4.795 -5.939 -4.985
N -1.868 -3.375 -5.950
H -3.402 -2.194 -3.593
H 2.927 2.730 4.652
C -0.113 -2.875 -1.276
H 0.521 2.139 4.351
C -1.775 -2.841 -4.725
H -4.848 -3.740 -4.285
N 2.164 3.704 2.895
H -2.405 -0.666 -1.605
C 2.206 3.488 4.344
H 5.960 1.566 2.684
H 1.422 -1.618 -0.440
C -1.394 -2.555 -1.641
C -0.156 4.468 2.921
N 0.476 -1.714 -0.809
H -1.063 -2.184 -7.487
H -2.668 -3.956 -6.151
O -2.218 2.832 4.307
H 0.119 -3.192 -6.633
H 0.031 5.099 4.974
H 1.282 4.973 1.401
H 3.554 1.345 3.286
C 1.273 4.799 2.482
H 0.354 -3.849 -1.364
H -3.309 4.172 5.925
H -1.976 5.295 6.179
H -1.007 -3.935 -7.790
S 2.200 -0.282 1.432
C 3.792 0.634 1.302
```

# 5
Here is a 7-piece molecular cluster, C43H41FIN6O2PS overall at a distorted geometry from the Open Molecules 2025 dataset. Energies are from wB97M-V/def2-TZVPD.

Computed properties:
Calculated total energy in Ha: -3278.7098
Energy above the lowest of the compared OMol25 structures with the same formula, charge and spin in kcal per mole: 311.0
HOMO level in Ha: -0.316
Charge: 0

Structure (XYZ):
```
96
C43H41FIN6O2PS (wB97M-V/def2-TZVPD)
C -2.320 0.961 -0.414
N -0.416 8.162 -2.498
H -0.152 4.847 1.657
H 7.257 -4.691 5.762
H 6.728 0.024 -0.914
H 2.349 -9.268 -1.271
H 3.236 3.425 3.901
F 4.942 1.227 -2.660
H 4.063 0.392 -0.882
H -5.673 -0.308 -4.664
C -11.214 2.490 3.111
H 1.215 8.989 -1.544
O -3.239 0.187 0.179
C 4.356 -7.263 0.559
N 5.337 -8.116 0.925
C -10.240 3.029 3.937
C -9.445 1.552 1.786
C 1.681 6.997 -2.226
P 2.593 -2.474 0.268
H -7.475 2.009 2.536
H 3.645 -0.668 -3.783
H 2.509 -6.901 -0.483
C 0.018 -0.715 -0.106
C 0.521 4.056 1.966
N -7.193 0.854 -3.894
H 3.913 -2.673 -0.333
H -9.093 0.972 0.940
C 5.968 -0.797 -1.327
H -10.510 3.626 4.804
C -1.249 2.244 -3.095
H 1.618 1.069 -3.937
C 4.956 -3.816 3.453
C 1.165 5.887 -2.886
O -1.385 2.363 -4.431
H 5.762 -1.520 -0.410
H -4.443 -0.547 -2.503
C -7.066 1.378 -1.541
H 6.961 -5.572 1.571
C -8.547 2.128 2.670
C -0.280 1.087 -2.376
I -0.703 -1.594 1.806
H 2.802 1.160 2.942
C 6.591 -5.106 2.479
C -10.804 1.738 2.015
C 2.411 3.263 3.216
C -2.590 2.582 -0.724
C 0.859 8.100 -2.055
H 2.699 7.004 -1.852
H 5.134 -3.388 5.554
N 5.442 -4.410 2.341
H -7.500 1.876 -0.682
C -5.885 0.652 -1.430
C 6.749 -4.612 4.805
H 4.030 -3.264 3.316
S 1.650 -4.206 0.174
C -5.361 0.027 -2.557
C 4.181 -9.847 -0.297
H 8.192 -5.811 3.732
C 1.183 0.613 -2.947
H -11.538 1.301 1.345
H -0.446 2.518 0.804
H -2.263 4.354 -2.157
C -0.146 5.920 -3.351
C 3.185 -8.945 -0.657
H 6.027 -10.055 0.799
C -6.043 0.158 -3.756
N -8.914 2.864 3.742
C 5.568 -3.886 4.694
H -1.915 7.145 -3.484
C 3.541 -0.961 -2.642
C 4.637 0.019 -1.846
H -5.377 0.573 -0.473
H 3.733 -2.099 -2.430
H 1.779 5.004 -3.037
H 4.469 -6.245 0.920
C -2.077 3.208 -2.009
C 1.568 4.306 2.846
N 1.161 1.732 1.831
C 0.358 2.764 1.491
H -3.155 3.265 0.071
C 2.170 2.006 2.686
C 7.273 -5.237 3.678
C 3.270 -7.627 -0.221
C -0.889 7.070 -3.136
H 2.861 -2.098 1.663
H -8.604 1.999 -2.919
H -0.577 5.071 -3.869
H -12.266 2.652 3.318
H 1.727 5.306 3.240
H 4.145 -10.881 -0.621
H 6.556 -1.355 -2.200
C 1.509 -1.203 -0.669
C -7.678 1.448 -2.782
C 5.227 -9.389 0.489
C 2.030 -0.509 -2.085
C -0.838 0.404 -0.955
```

# 6
Here is a 2-piece molecular cluster, CH4IN overall at a distorted geometry from the Open Molecules 2025 dataset. Energies are from wB97M-V/def2-TZVPD.

Computed properties:
Calculated total energy in Ha: -392.7514
Energy above the lowest of the compared OMol25 structures with the same formula, charge and spin in kcal per mole: 96.3
HOMO level (spin up / spin down) in Ha: -0.336 / -0.338
Charge: 0

Structure (XYZ):
```
7
CH4IN (wB97M-V/def2-TZVPD)
C -0.194 -0.571 -0.489
N -0.115 -0.009 0.910
H -1.287 -0.358 -0.888
H 0.148 -1.573 -0.469
I 1.718 0.477 1.521
H -0.710 1.974 0.487
H 0.442 0.060 -1.073
```